[1]
ORCA calculation (ωB97M-V/def2-TZVPD) on one molecule with the formula C4H7F2NO at a distorted geometry.

- E_HOMO: -9.2 eV
- Gap between HOMO and LUMO: 10.0 eV
- SMILES: N[C@@H]1C[C@H](O)C1(F)F

Atoms and positions in Å:
C (-0.7081, -0.8826, 0.4851)
C (-0.8451, 0.4721, 1.2057)
C (0.2672, 1.0539, 0.3309)
C (0.7301, -0.2418, -0.0368)
H (-1.7856, -1.6375, -1.2986)
H (-2.7135, -0.6778, -0.2484)
H (-0.5146, -1.8785, 0.9985)
H (-1.8160, 1.1823, 1.2202)
H (-0.8207, 0.2744, 2.2659)
H (1.0003, 1.6650, 0.9164)
H (-1.2775, 1.1313, -0.7736)
N (-1.7114, -0.9590, -0.4953)
O (-0.2468, 1.7256, -0.8206)
F (1.7562, -0.5701, 0.8020)
F (1.0458, -0.4922, -1.3527)

Force components x, y, z for each atom (eV/Å):
1.570 -1.129 -0.549
-2.463 0.976 1.156
0.157 4.367 1.143
-0.803 -3.703 -0.809
0.875 0.827 1.681
2.364 -0.581 0.002
-0.285 1.393 0.162
1.629 -1.989 -0.845
1.300 0.457 0.533
-0.358 -0.169 -0.906
4.191 2.689 -1.320
-3.563 0.133 -2.676
-4.808 -2.690 1.559
-0.021 -0.734 -0.544
0.215 0.155 1.412



[2]
ORCA calculation (ωB97M-V/def2-TZVPD) on a 2-piece molecular cluster, C4H7F2O2S overall at a distorted geometry.

- E_HOMO: -3.4 eV
- Gap between HOMO and LUMO: 7.1 eV
- Total charge: -1

Atoms and positions in Å:
C (-0.6422, 1.6431, -0.6744)
C (-1.0438, 0.1999, -0.4464)
C (1.5008, -1.3960, 1.1444)
C (-2.2698, -0.0993, -0.1424)
O (1.5687, -0.6382, -1.4340)
O (2.1449, 1.1677, 0.1714)
F (-2.6650, -1.4074, 0.0530)
F (-3.2986, 0.6441, 0.2028)
S (2.3741, -0.2247, -0.1906)
H (0.0672, 1.7800, 0.1196)
H (-1.5377, 2.1775, -0.6724)
H (-0.1353, 1.5292, -1.6312)
H (0.4016, -1.3768, 1.3051)
H (-0.2840, -0.5530, -0.6819)
H (1.8397, -2.3602, 0.8460)
H (1.9794, -1.0859, 2.0311)

Force components x, y, z for each atom (eV/Å):
0.687 -3.073 -0.078
0.001 0.708 -0.627
-0.527 1.447 -0.977
0.030 -2.756 0.751
0.927 0.468 1.019
-0.372 1.397 0.822
0.033 0.637 -0.195
-0.463 0.894 -0.090
-0.860 -3.060 -1.347
0.414 1.098 0.049
-1.002 1.611 -0.059
0.187 0.965 -0.019
0.629 0.181 -0.469
-0.487 0.130 0.123
0.188 -0.835 -0.222
0.617 0.187 1.320



[3]
ORCA calculation (ωB97M-V/def2-TZVPD) on one molecule with the formula C4H7F2OP at a distorted geometry.

- E_HOMO (spin up / spin down): -9.0 / -9.0 eV
- Gap between HOMO and LUMO (spin up / spin down): 8.3 / 8.3 eV

Atoms and positions in Å:
C (2.1011, -0.3463, -0.2198)
C (0.7714, 0.2103, -0.4939)
C (0.0041, 0.3485, 0.8740)
C (-2.2835, -0.5019, -0.1908)
O (-1.9009, 2.2853, -0.0747)
F (-3.4989, -0.5500, -0.8014)
F (-2.0452, -1.7406, 0.3029)
P (-1.6900, 0.9588, 0.5064)
H (2.9022, 0.2292, 0.2562)
H (1.7641, -1.3596, 0.4627)
H (2.4639, -0.6111, -1.2899)
H (0.7776, 1.0702, -1.1367)
H (0.1740, -0.5948, -1.0260)
H (0.5663, 1.1207, 1.3845)
H (-0.1060, -0.5189, 1.4466)

Force components x, y, z for each atom (eV/Å):
0.544 -3.849 -0.610
-2.412 -1.603 0.826
-0.027 3.216 -2.256
-2.278 -0.699 0.033
-0.178 0.680 -0.227
1.401 0.149 0.404
0.152 1.236 -0.265
0.833 -1.765 0.176
-0.592 0.084 0.177
1.947 2.472 -1.979
0.022 -0.247 2.006
-0.254 0.765 0.103
0.852 0.960 0.181
-0.200 0.101 0.765
0.190 -1.500 0.666



[4]
ORCA calculation (ωB97M-V/def2-TZVPD) on an isolated ion of composition C4H7F3N3S and charge +1 at a distorted geometry.

- E_HOMO: -13.8 eV
- Gap between HOMO and LUMO: 9.5 eV
- SMILES: CN[C@@]1(C(F)(F)F)[NH+]=CNS1
- Total charge: +1

Atoms and positions in Å:
C (2.0253, -1.1292, 0.5396)
C (-0.3683, -0.6455, 1.0812)
C (-1.0466, 1.0960, -0.5502)
C (-0.9889, -1.5836, 2.0032)
N (2.1602, -0.0946, 1.2746)
N (0.7594, -1.5707, 0.3168)
N (-1.2242, -0.1453, 0.1570)
F (-0.0356, -2.3006, 2.6003)
F (-1.7811, -1.0040, 2.8577)
F (-1.7385, -2.4737, 1.3442)
S (0.7489, 0.6478, 2.0260)
H (2.7132, -1.6508, -0.0811)
H (-1.9523, 1.1502, -1.1790)
H (-1.0247, 1.8524, 0.1932)
H (-0.0911, 1.0847, -1.1300)
H (2.8894, 0.4532, 1.4960)
H (0.5601, -2.1304, -0.4429)
H (-2.0873, -0.6771, -0.0298)

Force components x, y, z for each atom (eV/Å):
-3.594 -1.858 -2.172
2.256 0.731 -2.927
0.152 -0.943 -0.915
-0.409 -2.449 0.934
-3.414 -0.139 1.080
2.310 4.090 4.217
-1.480 -0.779 0.318
0.005 0.158 0.922
-0.249 0.775 1.091
-0.312 -0.243 -0.725
-0.702 -2.028 -1.325
1.471 0.177 0.115
0.800 0.553 0.016
-0.018 1.236 0.200
-0.872 0.215 0.145
3.987 1.492 0.363
-0.745 -1.477 -1.758
0.815 0.488 0.422



[5]
ORCA calculation (ωB97M-V/def2-TZVPD) on a 2-piece molecular cluster, C4H7F4N overall at a distorted geometry.

- E_HOMO: -9.7 eV
- Gap between HOMO and LUMO: 10.6 eV
- SMILES: FCC(F)(F)F.[H]/N=C\C

Atoms and positions in Å:
C (-1.9865, 1.0772, 2.2685)
C (-0.9439, 0.7888, 1.2340)
C (1.2459, -0.1442, -1.2695)
C (1.3410, -1.3324, -2.3014)
N (0.0536, 0.0444, 1.2155)
F (0.4504, 0.7963, -1.7088)
F (0.5612, -1.2557, -3.3373)
F (0.8810, -2.4398, -1.7960)
F (2.6804, -1.3565, -2.7255)
H (-2.2210, 0.1591, 2.7539)
H (-1.8564, 1.7836, 3.1272)
H (-2.8889, 1.2749, 1.7756)
H (-0.9290, 1.2725, 0.3022)
H (0.8699, -0.4746, -0.2597)
H (0.3600, -0.4641, 2.0502)
H (2.3822, 0.2706, -1.3290)

Force components x, y, z for each atom (eV/Å):
0.532 -0.363 1.134
0.162 0.852 0.798
4.445 -2.006 -0.184
0.661 2.101 0.758
1.472 -1.346 1.632
-2.066 2.141 -1.041
-0.419 1.816 -2.566
1.253 -2.512 2.059
-1.655 -1.139 0.303
0.082 -1.050 0.611
0.504 -0.174 -1.210
-1.319 0.909 -0.788
-1.264 1.238 -1.275
0.997 0.210 -1.286
-0.787 0.102 0.222
-2.600 -0.779 0.832



[6]
ORCA calculation (ωB97M-V/def2-TZVPD) on a 4-piece molecular cluster, C4H7FN2 overall at a distorted geometry.

- E_HOMO: -9.6 eV
- Gap between HOMO and LUMO: 9.2 eV

Atoms and positions in Å:
C (0.9441, -1.2345, -0.4365)
C (0.2367, 0.0863, -0.4456)
C (0.5230, 0.9249, -1.5882)
C (-1.6882, 0.3088, 2.3549)
H (0.6320, -2.0159, -1.9084)
H (2.5306, -0.8448, -0.2668)
H (0.4000, -1.9413, 0.7243)
H (0.7377, -0.0075, -2.4556)
H (1.5500, 1.3285, -1.4362)
H (-1.6444, -0.2794, 3.2252)
H (-2.5443, 1.0537, 2.0194)
N (-0.6044, 0.6714, 0.3804)
N (-0.6866, -0.0606, 1.6072)
F (-0.3862, 2.0106, -1.7741)

Force components x, y, z for each atom (eV/Å):
0.739 -2.175 1.574
-1.948 0.990 1.489
1.534 -0.924 -3.087
0.585 0.419 -3.082
1.017 2.084 4.183
-4.497 -1.433 -0.599
2.222 2.116 -4.039
-1.293 3.483 1.263
-0.708 0.167 -0.251
-0.833 -0.147 1.494
1.988 -1.461 0.837
1.670 -2.470 0.411
-1.979 1.482 0.191
1.502 -2.130 -0.384



[7]
ORCA calculation (ωB97M-V/def2-TZVPD) on one molecule with the formula C4H7FN2O at a distorted geometry.

- E_HOMO: -9.8 eV
- Gap between HOMO and LUMO: 10.6 eV
- SMILES: [H]/N=C1/NOC[C@]1(C)F

Atoms and positions in Å:
C (0.6526, -1.2670, 0.8685)
C (0.4032, -0.2905, -0.2776)
C (0.8552, 1.0206, 0.0181)
C (-1.0129, 0.0246, -0.4911)
H (0.2109, -2.2325, 0.6145)
H (1.7966, -1.2813, 1.2696)
H (0.0430, -0.8814, 1.8018)
H (0.7269, 1.7356, -0.8084)
H (1.8005, 1.1664, 0.5005)
H (-1.7059, 1.9639, -0.0930)
H (-1.3557, -1.1112, -1.9844)
N (-1.3584, 1.0431, 0.4141)
N (-1.8757, -0.4492, -1.3193)
O (-0.0851, 1.3918, 1.0229)
F (0.9047, -0.8328, -1.5362)

Force components x, y, z for each atom (eV/Å):
0.643 0.749 2.577
1.132 -3.768 -1.744
1.119 3.832 0.851
-3.663 -0.792 -1.347
0.559 -0.085 0.064
-2.726 -0.215 -1.427
1.168 -0.702 -1.895
0.358 -0.328 -0.187
0.793 -0.256 -0.041
0.755 -2.555 1.192
-0.987 0.927 1.342
-0.160 2.522 -0.534
2.351 -0.334 -0.335
-1.046 0.313 -0.189
-0.295 0.690 1.674



[8]
ORCA calculation (ωB97M-V/def2-TZVPD) on C4H7FO as an isolated structure at a distorted geometry.

- E_HOMO: -8.1 eV
- Gap between HOMO and LUMO: 9.0 eV

Atoms and positions in Å:
C (0.6390, -0.9220, -0.6149)
C (-0.2393, -0.5056, 0.5404)
C (-0.0195, 0.2725, -1.2148)
C (0.2374, 0.3902, 1.6109)
O (-1.0629, 0.1063, -2.0667)
F (-0.4954, 1.5838, 1.6575)
H (1.7087, -0.8527, -0.4538)
H (0.3575, -1.8609, -1.0759)
H (-1.2191, -0.9399, 0.6226)
H (0.3989, 1.2570, -1.0835)
H (1.2801, 0.6887, 1.4682)
H (0.1049, -0.0572, 2.6047)
H (-1.6903, 0.8400, -1.9948)

Force components x, y, z for each atom (eV/Å):
-0.225 0.199 -0.282
0.444 1.508 -2.555
-0.346 -1.332 3.241
0.107 -0.254 0.110
-0.223 -0.057 -0.309
-0.249 0.394 0.027
0.057 -0.001 -0.020
0.055 -0.061 -0.072
-0.142 -0.132 -0.062
0.108 0.075 -0.070
-0.010 -0.180 0.042
0.158 0.019 -0.136
0.268 -0.180 0.086



[9]
ORCA calculation (ωB97M-V/def2-TZVPD) on C4H7FO as an isolated structure at a distorted geometry.

- E_HOMO: -10.1 eV
- Gap between HOMO and LUMO: 11.0 eV

Atoms and positions in Å:
C (0.6854, 0.6299, -0.0544)
C (-0.3853, 0.3962, 1.0836)
C (-0.9409, -0.5111, 0.0154)
C (0.5830, -0.7944, -0.4766)
H (0.7287, 1.7631, -1.5377)
H (1.7669, 0.8138, 0.2257)
H (0.0029, -0.4356, 1.7143)
H (-0.9683, 1.2257, 1.6464)
H (-1.6388, -0.0612, -0.6151)
H (0.5603, -1.1438, -1.5394)
H (0.8806, -1.7883, -0.2456)
O (0.0954, 1.6035, -0.9324)
F (-1.3700, -1.6978, 0.7159)

Force components x, y, z for each atom (eV/Å):
2.959 1.460 2.649
0.780 0.334 -0.124
1.712 -3.413 2.734
-5.262 -0.701 -3.961
3.141 1.149 -3.541
-1.171 1.023 -0.142
0.066 1.352 0.410
1.091 -1.411 -1.293
-1.277 -0.107 -1.262
0.113 1.757 -0.241
1.078 -0.093 2.563
-2.121 -1.874 3.411
-1.108 0.523 -1.203



| no. | energy (a.u.) |
| --- | --- |
| 1 | -486.23424 |
| 2 | -905.00079 |
| 3 | -772.84350 |
| 4 | -1018.38015 |
| 5 | -610.75781 |
| 6 | -365.65542 |
| 7 | -441.12825 |
| 8 | -331.63318 |
| 9 | -331.59687 |